# 1
Computed, not measured: a single C4H4N2O molecule, with ωB97M-V/def2-TZVPD.

Structure (XYZ):
```
11
Properties=species:S:1:pos:R:3
O 0.19 -1.06 -2.66
C 0.18 -0.30 -1.73
C -0.41 -0.42 -0.37
C 0.24 -1.14 0.62
N 0.43 -0.39 1.74
C -0.11 0.78 1.46
N -0.65 0.80 0.23
H 0.77 0.65 -1.72
H 0.65 -2.14 0.53
H -0.08 1.67 2.08
H -1.20 1.55 -0.18
```

Values from the calculation:
Strongest force on any atom ... 0.594 eV Å⁻¹
Electronic energy ... -339.537904 a.u.
HOMO energy ... -0.348 Ha
Lowest unoccupied orbital energy ... 0.378 eV

Results of the Mulliken charge analysis, in e, for atoms 1 through 2:
1 O -0.459
2 C 0.056

***

# 2
Computed, not measured: a single C4H4N2O molecule at a distorted geometry, with ωB97M-V/def2-TZVPD.

Structure (XYZ):
```
11
Properties=species:S:1:pos:R:3
O -2.29 0.84 -0.31
C -1.19 0.46 -0.62
C -0.76 -0.96 -0.60
C 0.38 -1.14 0.09
N 1.04 -0.02 0.59
C 0.69 1.25 0.19
N -0.20 1.48 -0.69
H -1.42 -1.76 -0.92
H 0.81 -2.10 0.32
H 1.78 -0.13 1.26
H 1.17 2.09 0.68
```

Values from the calculation:
Strongest force on any atom ... 1.264 eV Å⁻¹
Electronic energy ... -339.547446 a.u.
HOMO energy ... -0.343 Ha
Lowest unoccupied orbital energy ... 0.479 eV

Results of the Mulliken charge analysis, in e, for atoms 1 through 2:
1 O -0.547
2 C 0.537

***

# 3
Computed, not measured: a single C4H4N2O molecule at a distorted geometry, with ωB97M-V/def2-TZVPD.

Structure (XYZ):
```
11
Properties=species:S:1:pos:R:3
C 2.09 -1.57 0.82
C -0.31 0.77 -0.58
C -1.48 0.21 0.12
C -2.61 -0.12 0.46
H 2.00 -2.46 1.36
H 3.06 -1.14 0.59
H 1.74 0.37 -0.63
H -3.55 -0.38 0.87
N 0.99 -1.03 0.57
N 0.93 0.26 -0.01
O -0.34 1.66 -1.38
```

Values from the calculation:
Strongest force on any atom ... 3.458 eV Å⁻¹
Electronic energy ... -339.448082 a.u.
HOMO energy ... -0.366 Ha
Lowest unoccupied orbital energy ... 0.435 eV

Results of the Mulliken charge analysis, in e, for atoms 1 through 2:
1 C -0.300
2 C 0.177

***

# 4
Computed, not measured: a single C4H4N2O molecule at a distorted geometry, with ωB97M-V/def2-TZVPD.

Structure (XYZ):
```
11
Properties=species:S:1:pos:R:3
C 1.93 1.48 0.06
C 0.78 0.71 0.17
C -1.52 -1.81 -0.68
C -1.14 -0.68 -0.17
N 1.69 2.15 1.30
N 0.71 1.53 1.73
O 0.06 -0.10 -0.59
H 2.71 1.54 -0.62
H -2.41 -2.22 -0.34
H -1.01 -2.43 -1.54
H -1.79 -0.18 0.69
```

Values from the calculation:
Strongest force on any atom ... 3.796 eV Å⁻¹
Electronic energy ... -339.346830 a.u.
HOMO energy (spin up / spin down) ... -0.320 / -0.320 Ha
Lowest unoccupied orbital energy (spin up / spin down) ... -0.175 / -0.175 eV

Results of the Mulliken charge analysis, in e, for atoms 1 through 2:
1 C -0.735
2 C 0.696

***

# 5
Computed, not measured: a single C4H4N2O molecule, with ωB97M-V/def2-TZVPD.

Structure (XYZ):
```
11
Properties=species:S:1:pos:R:3
O -2.11 -1.02 -0.78
C -1.88 -0.08 -0.05
C -0.62 0.67 -0.09
C 0.19 1.66 -0.02
N 0.70 0.50 -0.77
C 1.42 -0.55 -0.12
N 0.75 -1.34 0.61
H -2.63 0.27 0.69
H 0.43 2.71 0.03
H 2.47 -0.67 -0.41
H 1.28 -2.15 0.91
```

Values from the calculation:
Strongest force on any atom ... 0.956 eV Å⁻¹
Electronic energy ... -339.414010 a.u.
HOMO energy ... -0.332 Ha
Lowest unoccupied orbital energy ... -0.192 eV

Results of the Mulliken charge analysis, in e, for atoms 1 through 2:
1 O -0.421
2 C -0.045

***

# 6
Computed, not measured: a single C4H4N2O molecule at a distorted geometry, with ωB97M-V/def2-TZVPD.

Structure (XYZ):
```
11
Properties=species:S:1:pos:R:3
C 0.14 0.15 -1.27
C -0.39 -0.94 -0.38
C -0.53 -1.00 0.94
C -0.11 0.01 1.87
H 0.94 1.95 -1.38
H 0.73 1.48 0.29
H -0.74 -1.77 -0.97
H -0.92 -1.88 1.41
N 0.56 1.30 -0.72
N 0.22 0.78 2.69
O 0.11 -0.07 -2.47
```

Values from the calculation:
Strongest force on any atom ... 1.859 eV Å⁻¹
Electronic energy ... -339.562443 a.u.
HOMO energy ... -0.387 Ha
Lowest unoccupied orbital energy ... -0.519 eV

Results of the Mulliken charge analysis, in e, for atoms 1 through 2:
1 C 0.510
2 C -0.089